1.
# C33H31F5N3O4PRuS2Se

C33H31F5N3O4PRuS2Se as an isolated structure (ωB97M-V/def2-TZVPD, the OMol25 dataset).

XYZ file:
```
81
Properties=species:S:1:pos:R:3:forces:R:3
H -2.010 -3.207 1.463 0.0 0.0 0.0
C 2.169 -0.597 1.841 -0.3 -0.2 0.1
H -2.484 2.536 -4.946 0.0 0.0 0.0
F -1.008 -4.053 -1.382 -0.2 -0.2 0.0
H 4.909 -0.324 1.585 0.0 0.0 0.0
F 3.437 -4.790 -0.027 0.1 -0.3 0.1
H -1.450 -1.483 -5.947 0.0 0.0 0.0
H -0.831 5.037 1.217 -0.1 0.0 0.0
C -1.322 -0.608 -5.323 0.0 0.0 0.0
C -0.225 0.482 -3.477 -0.2 0.1 -0.4
H -2.549 3.270 4.090 0.0 0.1 0.0
H 2.101 0.734 4.155 0.0 0.0 0.0
Ru 0.325 0.247 -0.325 1.5 -0.5 0.3
C -0.057 -4.855 -0.889 0.5 0.1 0.0
H -2.838 0.898 2.167 0.1 0.1 0.0
Se 1.657 -2.527 -0.982 0.1 0.5 0.0
C -2.348 1.811 2.515 -0.1 -0.3 0.5
P -1.509 2.655 0.089 0.4 -1.0 3.0
H -1.218 -1.953 0.495 0.1 -0.2 0.0
N 0.840 -0.478 1.616 -0.2 0.5 -0.5
C -0.704 2.903 -2.985 -0.2 -0.1 -0.1
H 0.146 -2.369 -3.189 0.2 0.0 0.0
S -1.941 0.437 -0.322 -0.4 2.7 -0.7
H 1.138 1.743 3.086 0.0 0.0 0.0
H -0.359 2.676 -1.979 0.2 0.1 -0.2
C 5.018 0.497 -0.423 -0.2 0.0 0.0
H -1.857 6.702 -1.140 0.0 0.0 0.0
C 2.186 -5.228 -0.206 -0.2 0.3 -0.2
H -1.325 1.557 2.794 -0.1 0.1 -0.1
C -3.095 2.415 3.691 0.2 0.0 -0.3
C -0.968 1.640 -3.745 0.2 -0.2 0.1
C -1.112 6.466 -0.381 0.0 -0.3 -0.1
H -2.648 -2.662 3.610 0.0 0.0 0.0
H -0.172 6.226 -0.875 0.0 0.0 0.0
H -2.810 0.531 -6.364 -0.1 0.0 0.0
H 6.094 0.605 -0.435 0.0 0.0 0.0
O -1.776 4.167 -0.402 -0.6 -1.2 -1.2
C 1.982 0.815 -2.684 -0.3 0.2 -0.4
H 4.720 1.198 -2.456 0.0 0.0 -0.1
F -1.605 -6.643 -0.838 0.0 0.0 0.0
O 2.411 1.162 -3.779 0.2 0.0 0.1
C -2.092 0.518 -5.554 0.0 0.0 -0.1
C 2.900 0.658 -1.503 0.1 -0.1 0.0
H -2.518 5.525 0.960 0.0 -0.2 0.0
C -1.906 1.638 -4.767 0.0 0.0 0.0
H -0.240 -3.172 1.308 0.0 0.0 -0.1
N 0.702 0.490 -2.393 -0.2 0.0 0.9
C 2.998 -0.101 0.688 0.0 -0.1 0.1
H 0.871 1.816 4.839 0.0 0.0 0.0
C -1.883 -1.898 3.692 0.0 0.0 0.0
C -0.376 -0.644 -4.305 0.0 0.2 0.1
H 0.083 3.474 -3.481 0.1 0.1 0.1
S 0.489 2.616 0.657 -1.0 -1.6 -1.6
H 0.305 -2.571 -4.938 0.0 0.0 -0.1
C 0.605 -7.025 -0.118 0.0 0.2 0.0
C 4.377 -0.001 0.703 0.0 0.0 0.0
F 2.848 -7.383 0.506 0.0 0.0 0.1
C 0.447 -1.874 -4.112 -0.1 0.0 0.1
O 2.707 -1.061 2.841 0.2 0.2 -0.1
H -0.963 7.339 0.254 0.0 0.0 0.0
C -0.770 -0.198 4.948 0.0 0.0 0.0
C -0.028 -0.706 2.708 -0.2 -0.3 0.4
C -1.757 -1.162 4.856 -0.1 0.0 0.1
C -1.137 -2.557 1.402 -0.1 0.1 0.1
H -4.078 2.755 3.365 -0.1 0.0 0.1
F 0.308 -8.300 0.171 0.0 0.0 -0.1
C -1.027 -1.695 2.620 0.2 0.2 -0.1
H 1.507 -1.635 -4.028 0.0 -0.1 0.1
C -0.369 -6.174 -0.615 0.0 0.0 0.0
C 0.091 0.058 3.887 0.1 -0.2 -0.2
O -2.333 2.782 1.475 -0.2 0.6 -0.7
C 1.222 -4.335 -0.683 -0.4 -0.2 0.2
H -1.600 3.519 -2.918 0.0 0.0 -0.1
N 2.300 0.240 -0.391 1.1 0.4 0.1
C 4.271 0.830 -1.545 0.0 0.0 -0.1
H -0.663 0.377 5.860 0.0 0.1 0.0
C -1.576 5.291 0.457 0.1 0.3 0.4
H -2.425 -1.340 5.689 0.0 0.0 0.0
C 1.107 1.156 4.005 0.1 -0.1 0.0
H -3.204 1.669 4.475 0.0 0.0 0.0
C 1.893 -6.548 0.071 0.0 0.0 -0.1
```
Positions in Å, forces in eV/Å.

For the frontier orbital gap (alpha / beta), the calculation gives 5.75 / 5.76 eV. Its multiplicity is 2. Its expectation value of S² is 0.762. The charge is -1.

Löwdin population analysis, charges in e, atoms 1 to 6: atom 1 (H): 0.083, atom 2 (C): -0.520, atom 3 (H): 0.103, atom 4 (F): 0.068, atom 5 (H): 0.122, atom 6 (F): 0.064

---

2.
# C33H31N10O9Sr

C33H31N10O9Sr as an isolated structure (ωB97M-V/def2-TZVPD, the OMol25 dataset).

XYZ file:
```
84
Properties=species:S:1:pos:R:3:forces:R:3
O 6.786 -0.908 4.639 -0.4 0.1 -0.4
H -3.634 -3.928 2.160 0.0 -0.1 -0.1
H -1.204 4.588 1.167 0.1 -0.1 -0.1
C -2.736 2.095 -0.111 -0.5 1.0 0.3
C -5.159 3.133 0.686 0.0 0.1 0.1
O 1.589 -2.373 -4.027 0.6 0.1 -0.5
C -5.091 1.907 0.018 -0.1 0.0 0.0
H 1.788 -2.260 -0.153 -0.1 0.0 0.0
H 3.862 -0.136 2.220 -0.1 0.0 -0.1
C -2.814 3.335 0.560 -0.3 -0.6 -0.2
C -2.459 -2.396 1.218 -0.2 -0.2 0.0
H -0.679 -2.745 -4.095 -0.1 -0.1 0.2
C 0.501 -0.224 -6.942 -0.1 -0.1 0.0
C -2.030 -1.381 -3.038 0.9 -2.2 -1.6
N -2.122 -1.119 1.125 -0.3 0.1 0.1
H -4.709 -3.018 4.716 0.0 0.0 0.1
C 0.921 0.716 -4.811 0.7 0.3 -0.7
C 2.085 2.513 -1.913 0.0 0.1 -0.2
N 2.535 -1.632 7.101 -0.4 -0.4 1.6
C 2.883 -1.252 5.767 0.2 0.5 -1.8
N 5.941 -0.657 3.786 1.7 0.2 -0.5
H -3.806 0.436 -0.931 0.0 -0.1 -0.1
H 4.993 -1.372 6.163 0.0 0.0 0.0
C 0.778 2.812 0.168 0.2 0.0 0.2
N 0.149 -2.173 -2.248 1.0 -0.5 0.1
C 2.500 1.111 -6.646 0.2 0.0 0.0
C 4.565 -0.755 4.149 -1.9 -0.1 0.3
C -2.688 -0.278 1.977 -0.2 0.0 0.3
C 0.099 -0.045 -5.634 0.0 0.1 0.1
N 0.791 1.078 -3.490 -0.3 -0.1 0.9
C 2.234 -0.622 3.533 0.0 -0.1 -0.2
C 4.227 -1.145 5.436 0.2 -0.1 0.1
O 6.211 -0.324 2.637 -0.2 -0.2 0.6
C 1.821 1.814 -3.212 0.1 0.0 -0.2
C -0.961 -2.534 -3.058 -1.0 0.4 -0.5
H -2.367 0.752 1.932 0.0 0.1 0.0
H 2.862 -0.695 -2.370 0.1 0.0 0.0
Sr -0.396 -0.462 -0.735 1.4 1.1 1.7
H -6.010 1.370 -0.174 0.0 0.0 0.0
O 0.240 -1.279 2.461 0.0 -0.3 0.2
N -1.415 1.801 -0.346 0.2 0.4 -0.1
C 1.883 -1.017 4.817 0.3 -0.1 0.4
O 1.353 -1.621 7.416 0.5 0.0 -0.2
C 1.174 -0.476 2.426 0.1 -0.2 0.4
C 1.320 -2.086 -2.857 -0.2 -0.4 0.4
H 3.176 2.501 -1.720 -0.2 0.1 0.0
H 1.806 1.161 -0.410 0.1 0.0 0.2
C -4.025 3.874 0.964 0.0 0.1 0.0
C -3.889 1.373 -0.401 0.1 0.0 -0.1
H 1.787 3.562 -2.050 0.1 -0.1 0.1
N 2.659 1.986 -4.286 0.1 0.1 0.2
H -1.481 -3.400 -2.624 0.0 -0.1 -0.1
C -5.132 -2.441 3.894 0.1 0.0 0.0
C -4.051 -1.983 2.963 0.2 0.2 -0.2
H 3.261 -2.389 -2.029 -0.1 0.2 -0.1
H -5.835 -3.084 3.369 -0.1 0.0 0.0
N -1.508 3.750 0.701 0.2 0.1 0.0
H 1.070 2.420 1.150 0.0 0.2 -0.1
H -1.954 -3.070 0.539 0.0 -0.1 -0.1
O 3.439 -1.945 7.866 -0.3 0.1 -0.3
H 1.149 3.842 0.073 -0.1 -0.1 0.0
C 2.104 1.286 -5.332 -0.5 -0.3 -0.1
C -0.715 2.785 0.139 -0.3 0.1 0.0
C 3.573 -0.468 3.206 0.4 0.0 0.3
H -5.673 -1.594 4.309 0.0 0.0 0.1
C -3.656 -0.652 2.896 0.0 -0.2 0.0
H -0.113 -0.810 -7.610 -0.1 -0.1 0.0
H 0.846 -1.155 5.083 -0.1 0.0 -0.1
H -0.820 -0.461 -5.255 -0.2 -0.1 0.1
N 2.056 -1.377 -0.577 0.5 -0.1 0.4
H -6.123 3.509 0.994 -0.1 0.1 0.0
C 2.471 -1.624 -1.944 0.3 -0.4 -0.8
H 1.975 0.136 -8.462 0.0 0.0 -0.1
O -2.591 -1.140 -4.097 -0.7 0.6 -0.6
O 1.389 0.407 1.571 0.2 0.5 -0.2
H 3.544 2.467 -4.290 -0.1 -0.1 0.0
C 1.684 0.327 -7.438 0.2 0.1 -0.1
H -4.098 0.091 3.547 0.0 0.1 0.0
H -4.080 4.826 1.470 0.0 0.1 0.1
N 1.320 1.934 -0.842 0.2 -0.1 0.2
H 3.405 1.570 -7.020 0.1 -0.1 -0.1
C -3.398 -2.873 2.117 0.0 0.1 0.0
O -2.221 -0.859 -1.921 -1.6 0.7 0.8
H 2.837 -1.028 -0.029 -0.1 0.0 0.0
```
Positions in Å, forces in eV/Å.

For the frontier orbital gap, the calculation gives 5.13 eV. The charge is -1.

Löwdin population analysis, charges in e, atoms 1 to 6: atom 1 (O): 0.072, atom 2 (H): 0.112, atom 3 (H): 0.159, atom 4 (C): -0.239, atom 5 (C): -0.107, atom 6 (O): -0.031

---

3.
# C33H32As2ClO11PtS

C33H32As2ClO11PtS as an isolated structure (ωB97M-V/def2-TZVPD, the OMol25 dataset).

XYZ file:
```
81
Properties=species:S:1:pos:R:3:forces:R:3
H 6.171 6.188 -1.280 0.0 0.0 0.0
C 2.823 -9.451 3.666 0.0 0.0 0.0
O 0.755 9.504 -1.595 0.0 0.0 0.0
H -0.873 6.785 -6.571 0.0 0.0 0.0
C 4.162 -9.511 3.471 0.0 0.0 0.0
O 0.196 8.147 0.119 0.0 0.0 0.0
O -1.773 -5.492 1.854 0.0 -0.1 0.0
O 0.707 7.458 -4.495 0.0 0.0 0.0
C -3.294 -7.641 2.126 0.0 0.0 0.0
C 4.110 -7.454 2.192 0.0 0.0 0.0
C 0.717 8.425 -1.039 0.0 0.0 0.0
C 2.426 9.852 -3.926 0.0 0.0 0.0
C 6.432 6.169 -2.334 0.0 0.0 0.0
O 2.108 -6.336 1.831 0.1 0.0 0.0
C 4.808 -8.498 2.724 0.0 0.0 0.0
C 0.685 -8.396 3.384 0.0 0.0 0.0
O 5.228 5.825 -3.112 0.0 0.0 0.0
O 0.470 5.158 0.678 0.0 0.0 0.0
H 7.135 5.377 -2.559 0.0 0.0 0.0
C -4.444 -9.717 2.373 0.0 0.0 0.0
S -2.774 -6.115 2.874 0.0 0.0 -0.1
H -0.557 3.997 -3.076 0.0 0.0 0.0
C -6.105 -4.314 1.484 0.0 0.0 0.0
H 4.606 -6.682 1.621 0.0 0.0 0.0
H -4.447 -10.974 0.638 0.0 0.0 0.0
H -1.767 6.563 -5.026 0.0 0.0 0.0
C -1.197 6.078 -5.813 0.0 0.0 0.0
C 2.070 5.564 -4.008 0.0 0.0 -0.1
C -3.378 -9.151 0.285 0.0 0.0 0.0
C 4.260 6.651 -3.109 0.0 0.0 0.0
H 3.009 9.815 -4.845 0.0 0.0 0.0
C 2.057 -8.372 3.123 0.0 0.0 0.0
H 0.058 2.794 -1.928 0.0 0.0 0.0
H -3.127 -9.405 -0.736 0.0 0.0 0.0
C 1.796 5.458 1.161 0.0 0.0 0.0
H 0.296 -9.225 3.975 0.0 0.0 0.0
H -3.933 -4.344 4.686 0.0 0.0 0.0
C -6.448 -3.520 2.575 0.0 0.0 0.0
H -6.723 -4.313 0.597 0.0 0.0 0.0
H 0.244 10.035 1.014 0.0 0.0 0.0
H -5.018 -10.409 2.973 0.0 0.0 0.0
H -2.376 -7.242 0.229 0.0 0.0 0.0
As 1.930 4.328 -2.485 0.0 0.1 0.0
H -7.337 -2.904 2.529 0.0 0.0 0.0
Cl 5.101 -10.804 4.119 0.0 0.0 0.0
C -4.543 -4.324 3.791 0.0 0.0 0.0
H -0.846 8.807 1.736 0.0 0.0 0.0
H 5.878 -8.563 2.579 0.0 0.0 0.0
H 2.557 5.014 0.518 0.0 0.0 0.0
O -0.223 -7.578 3.035 0.0 0.0 0.0
C 0.107 5.517 -0.533 -0.1 0.1 0.0
C 1.328 7.269 -1.763 0.0 0.0 0.0
H 6.797 7.136 -2.667 0.0 0.0 0.0
H -5.951 -2.912 4.573 0.0 0.0 0.0
C -2.957 -7.940 0.817 0.0 0.0 0.0
O -1.010 5.420 -0.955 0.0 0.0 0.0
H -4.724 -5.762 0.707 0.0 0.0 0.0
Pt 0.196 -6.022 1.943 -0.2 0.0 0.0
H 1.929 6.535 1.239 0.0 0.0 0.0
C -4.024 -8.516 2.920 0.0 0.0 0.0
H 1.851 5.006 2.145 0.0 0.0 0.0
C 2.712 -7.351 2.368 0.0 0.0 0.0
H 1.440 10.290 -4.063 0.0 0.0 0.0
C 0.284 3.357 -2.832 0.0 0.0 0.0
C -4.121 -10.033 1.059 0.0 0.0 0.0
O 4.177 7.728 -2.481 0.0 0.0 0.0
H 0.496 2.655 -3.638 0.0 0.0 0.0
H -1.731 5.242 -6.246 0.0 0.0 0.0
H 2.960 10.353 -3.122 0.0 0.0 0.0
C -0.475 9.245 0.817 0.0 0.0 0.0
C 3.047 6.473 -3.936 0.0 0.0 0.0
H -4.264 -8.264 3.947 0.0 0.0 0.0
C 0.846 6.198 -4.612 0.0 0.0 0.0
H -1.289 9.612 0.199 0.0 0.0 0.0
As 2.160 8.055 -3.354 0.1 0.0 0.0
C -4.214 -5.113 2.697 0.0 0.0 0.0
O 0.007 5.465 -5.205 0.0 0.0 0.0
C 1.153 5.965 -1.546 0.0 0.0 0.0
H 2.320 -10.221 4.236 0.0 0.0 0.0
C -5.673 -3.522 3.724 0.0 0.0 0.0
C -4.986 -5.123 1.540 0.0 0.0 0.0
```
Positions in Å, forces in eV/Å.

For the frontier orbital gap, the calculation gives 3.88 eV. The charge is +3.

Löwdin population analysis, charges in e, atoms 1 to 6: atom 1 (H): 0.111, atom 2 (C): -0.043, atom 3 (O): 0.094, atom 4 (H): 0.117, atom 5 (C): -0.660, atom 6 (O): 0.001

---

4.
# C33H32BrN5O3PSTa

C33H32BrN5O3PSTa as an isolated structure (ωB97M-V/def2-TZVPD, the OMol25 dataset).

XYZ file:
```
77
Properties=species:S:1:pos:R:3:forces:R:3
C -3.509 -4.048 -0.030 0.0 0.0 0.0
H -6.254 1.042 -1.958 0.0 0.0 0.0
C 3.927 0.200 -0.344 0.0 0.0 0.0
O 1.669 0.551 -1.046 -0.2 0.0 -0.2
H 1.655 1.039 3.178 0.0 0.0 0.1
H 0.027 -1.839 -2.740 0.0 0.0 0.0
H -1.238 1.127 2.635 -0.1 -0.2 0.1
C -2.551 1.242 -1.025 0.2 -0.3 -0.4
C 6.569 -0.204 -0.698 0.0 0.0 0.2
H -4.165 -2.177 0.825 0.0 0.0 0.0
C -2.962 2.803 0.564 0.0 0.0 0.1
H -5.012 3.363 0.767 0.0 0.0 0.0
C 1.022 -3.580 3.810 0.0 0.0 0.0
H 3.464 -3.557 -4.603 0.0 0.0 0.0
H -0.362 3.306 2.906 0.0 0.1 0.1
H 1.613 4.263 1.556 -0.1 0.0 -0.1
H 3.723 0.142 -2.495 0.0 0.0 0.0
H 2.362 2.677 1.686 0.0 0.0 0.0
H 1.255 -2.451 -4.767 0.0 0.0 0.0
N 6.118 -0.092 0.552 -0.1 0.0 -0.2
H -0.380 -0.225 2.887 -0.1 0.0 0.0
H -0.306 -4.792 -0.906 0.0 0.0 0.0
C -2.058 -2.210 0.421 -0.1 0.3 0.2
H 0.366 -4.001 4.561 0.0 0.0 0.0
C 0.675 1.473 3.353 -0.1 -0.1 0.1
C -1.146 -4.222 -0.530 0.0 0.0 0.0
C -0.977 -2.927 -0.061 0.1 -0.2 -0.2
S -1.262 0.316 -1.806 0.2 0.0 -0.1
H 4.409 -4.096 -2.384 0.0 0.0 0.0
C -4.295 2.732 0.261 0.0 0.1 0.1
Ta -0.059 0.490 0.271 0.3 0.5 -0.1
H -6.660 2.568 -1.132 0.0 0.0 0.0
N -2.056 2.053 -0.090 0.0 -0.3 0.3
C -3.333 -2.759 0.448 -0.1 -0.1 0.0
N 0.605 2.695 0.536 0.3 0.0 -0.1
C 0.498 -3.184 2.585 0.0 0.0 0.0
H 0.430 1.333 4.405 -0.1 0.0 0.0
H 1.139 2.865 -0.318 -0.1 0.1 0.0
C 4.817 0.106 0.721 0.1 0.0 0.1
C 0.670 2.941 2.983 0.1 0.0 0.1
C -2.422 -4.774 -0.514 0.0 0.0 0.0
H -6.631 1.063 -0.227 0.0 0.0 0.0
C 3.460 -3.583 -2.460 0.0 0.0 0.0
H 3.193 -3.505 -0.346 0.0 0.0 0.0
C 2.506 0.369 -0.103 -0.3 0.1 -0.1
C -1.770 -0.833 0.873 -0.1 0.0 0.0
H -0.236 3.255 0.440 0.0 0.1 0.0
C 2.772 -3.235 -1.304 0.0 -0.1 0.0
H 1.133 3.518 3.784 0.0 0.0 0.0
C 4.399 0.085 -1.652 -0.1 0.0 0.0
C 5.747 -0.125 -1.822 0.0 0.0 0.0
C -4.706 1.808 -0.711 -0.1 -0.1 -0.1
H 4.463 0.187 1.743 0.0 0.0 0.0
N -3.806 1.054 -1.360 -0.1 0.3 0.2
O -2.567 -0.132 1.470 -0.3 -0.2 0.2
P 0.598 -2.067 0.052 -0.5 -0.2 0.0
H -4.495 -4.493 -0.031 0.0 0.0 0.0
H 7.633 -0.370 -0.817 0.0 0.0 0.0
C 1.545 -2.582 -1.393 0.3 0.0 0.1
H -0.561 -3.313 2.401 0.0 0.0 0.0
N -0.310 0.723 2.518 0.3 0.1 0.1
C 1.336 -2.656 1.600 0.1 0.0 0.0
H -2.571 -5.781 -0.881 0.0 0.0 0.0
H -2.593 3.484 1.324 0.0 0.0 0.0
H 2.787 -3.782 5.009 0.0 0.0 0.0
H 3.368 -2.086 1.141 0.0 0.0 0.0
C 2.699 -2.515 1.874 0.0 0.1 0.0
C 1.407 3.201 1.688 0.0 0.1 -0.1
C 2.925 -3.287 -3.704 0.0 0.0 0.0
C 1.687 -2.660 -3.798 0.0 0.0 0.0
C 1.000 -2.306 -2.650 0.0 0.0 0.0
H 4.278 -2.819 3.283 0.0 0.0 0.0
O 1.966 0.310 1.061 0.0 -0.1 -0.2
Br 6.480 -0.320 -3.532 0.0 0.0 -0.1
C 3.218 -2.922 3.091 0.0 0.0 0.0
C 2.380 -3.457 4.061 0.0 0.0 0.0
C -6.148 1.611 -1.039 0.1 0.0 0.0
```
Positions in Å, forces in eV/Å.

For the frontier orbital gap, the calculation gives 7.27 eV. The charge is +2.

Löwdin population analysis, charges in e, atoms 1 to 6: atom 1 (C): -0.023, atom 2 (H): 0.092, atom 3 (C): -0.131, atom 4 (O): -0.157, atom 5 (H): 0.110, atom 6 (H): 0.060

---

Relative energy (zero: lowest compared OMol25 entry of this formula, charge and spin) list, top to bottom, in eV: 3.499, 2.074, 0.000, 0.862